1.
# C32H27As2CoF5N2O8Se

A molecular structure, C32H27As2CoF5N2O8Se (the ωB97M-V functional and the def2-TZVPD basis, the OMol25 dataset).

Element x y z (Å)
Co -0.9555 -2.0996 0.0584
C 2.9703 -3.7656 -3.8144
C 3.4433 -4.2626 -2.6047
C 2.7645 -4.0125 -1.4271
C 1.5921 -3.2596 -1.4554
C 1.1218 -2.7576 -2.6569
C 1.8112 -3.0097 -3.8356
N 0.8639 -2.9743 -0.2422
N 1.4909 -3.2792 0.7930
C 0.8154 -2.9573 1.9742
C 1.4102 -3.3018 3.1846
C 0.7364 -2.9994 4.3532
C -0.5039 -2.3689 4.2805
C -1.0728 -2.0237 3.0593
C -0.4160 -2.3052 1.8643
H 3.5063 -3.9695 -4.7321
H 4.3499 -4.8530 -2.5790
H 3.1307 -4.3959 -0.4873
H 0.2386 -2.1385 -2.6783
H 1.4314 -2.6113 -4.7672
H 2.3722 -3.7977 3.1869
H 1.1624 -3.2527 5.3148
H -1.0347 -2.1380 5.1968
H -2.0260 -1.5107 3.0520
C 0.2604 1.7685 4.6253
O 1.0565 1.3954 3.4840
C 0.3511 0.9697 2.4364
O -0.8392 0.7821 2.4570
C 1.2260 0.6492 1.2573
C 2.3327 1.3578 0.9849
As 2.0313 3.2761 1.2804
C 2.8567 3.9171 -0.3880
C 0.1551 3.1484 0.4764
C -0.5244 2.1230 -0.0605
As 0.0362 0.1790 -0.2234
C 0.9891 0.4338 -1.9011
C -1.9153 2.3754 -0.5464
O -2.4610 3.4509 -0.5418
O -2.4592 1.2873 -1.1020
C -3.7505 1.5058 -1.6987
C -0.5453 4.4263 0.8925
O -0.9375 4.4694 2.0273
O -0.5259 5.5268 0.1427
C -0.1467 5.4659 -1.2330
C 3.3733 0.7490 0.1052
O 3.3296 -0.3748 -0.3282
O 4.4615 1.5243 0.0105
C 5.5646 0.9310 -0.6885
H 0.9704 2.0947 5.3781
H -0.3075 0.9083 4.9746
H -0.4176 2.5741 4.3480
H 3.9097 4.1056 -0.1972
H 2.3707 4.8544 -0.6539
H 2.7518 3.2163 -1.2124
H 1.5017 1.3930 -1.9302
H 0.2064 0.4157 -2.6623
H 1.6882 -0.3770 -2.0755
H -4.0402 0.5532 -2.1276
H -3.6757 2.2680 -2.4719
H -4.4601 1.8311 -0.9406
H -0.7578 6.2032 -1.7463
H -0.3390 4.4847 -1.6570
H 0.9023 5.7387 -1.3420
H 6.3562 1.6733 -0.6721
H 5.2807 0.6927 -1.7121
H 5.8807 0.0188 -0.1860
F -7.5135 -0.8377 0.2379
C -6.3433 -1.2363 -0.2581
C -6.2549 -1.6897 -1.5651
F -7.3518 -1.7253 -2.3212
C -5.0374 -2.1008 -2.0796
F -5.0069 -2.5227 -3.3454
C -3.8701 -2.0731 -1.3251
Se -2.1853 -2.6196 -2.0087
C -4.0098 -1.6168 -0.0300
F -2.9064 -1.5533 0.7691
C -5.2031 -1.2014 0.5244
F -5.2599 -0.7652 1.7821

DFT total energy = -10701.9514 Ha
largest force on an atom = 0.552 eV Å⁻¹
frontier orbital gap (alpha / beta) = 6.444 / 6.534 eV
LUMO energy (alpha / beta) = -1.245 / -1.242 eV
2S+1 = 2
energy relative to the best compared isomer or geometry (same formula, charge and spin) = 21.2 kcal per mole
highest occupied orbital energy (alpha / beta) = -7.689 / -7.776 eV


2.
# C25H33ClN2PbSi2

A molecular structure, C25H33ClN2PbSi2 (the ωB97M-V functional and the def2-TZVPD basis, the OMol25 dataset).

Element x y z (Å)
Pb 0.1492 0.1966 0.1695
C 3.6734 -0.7197 1.3643
Si 2.7361 0.0011 -0.1330
C 3.5384 -0.7024 -1.7300
C 3.0206 1.9095 -0.1425
C 4.3704 2.2386 -0.0381
C 4.8279 3.5393 -0.0537
C 3.9174 4.5653 -0.2279
C 2.5710 4.2688 -0.3174
C 2.0828 2.9590 -0.2452
Si 0.1598 2.8577 -0.1611
C -0.6106 3.3037 -1.8585
C -0.4381 3.9983 1.2436
H 4.7456 -0.5752 1.2715
H 3.4923 -1.7852 1.4718
H 3.3489 -0.2399 2.2825
H 4.6122 -0.5467 -1.7016
H 3.1709 -0.2412 -2.6409
H 3.3722 -1.7720 -1.8099
H 5.0862 1.4381 0.0572
H 5.8823 3.7424 0.0587
H 4.2561 5.5883 -0.2829
H 1.8723 5.0843 -0.4490
H -0.4794 4.3621 -2.0597
H -1.6754 3.0932 -1.8726
H -0.1483 2.7522 -2.6709
H 0.0401 4.9738 1.1879
H -0.1911 3.5797 2.2144
H -1.5140 4.1452 1.2032
C -5.1666 -1.3138 -1.6958
C -4.1419 -0.1845 -1.8072
C -4.2739 0.8053 -0.6803
C -5.2782 1.7609 -0.7375
C -5.4293 2.7042 0.2609
C -4.5590 2.6986 1.3360
C -3.5588 1.7448 1.4426
C -2.6855 1.7191 2.6603
C -3.2795 0.8463 3.7675
C -3.4290 0.7776 0.4380
N -2.4231 -0.1844 0.5094
C -2.6728 -1.4023 0.8375
C -1.6792 -2.3922 0.7360
C -1.7167 -3.7715 0.9693
C -0.4627 -4.2564 0.6237
C 0.2858 -3.1621 0.2036
N -0.4442 -2.0478 0.2702
H -5.1347 -1.9296 -2.5916
H -6.1704 -0.9095 -1.5854
H -4.9543 -1.9419 -0.8348
H -4.3063 0.3363 -2.7548
H -3.1367 -0.6107 -1.8247
H -5.9632 1.7509 -1.5740
H -6.2177 3.4416 0.2030
H -4.6561 3.4394 2.1166
H -2.5717 2.7352 3.0437
H -1.7077 1.3191 2.4078
H -4.2326 1.2485 4.1074
H -2.5988 0.8053 4.6161
H -3.4288 -0.1722 3.4130
H -3.6649 -1.7050 1.1854
H -2.5571 -4.3299 1.3340
H -0.1225 -5.2720 0.6698
H 1.2987 -3.1389 -0.1571
Cl 0.6208 0.4521 2.6623

DFT total energy = -2314.0165 Ha
largest force on an atom = 1.091 eV Å⁻¹
frontier orbital gap = 7.200 eV
LUMO energy = -0.519 eV
energy relative to the best compared isomer or geometry (same formula, charge and spin) = 13.2 kcal per mole
highest occupied orbital energy = -7.719 eV


3.
# CH4OS2

2 unconnected molecules or ions with the total composition CH4OS2 (the ωB97M-V functional and the def2-TZVPD basis, the OMol25 dataset).

Element x y z (Å)
C -0.9552 -1.0793 1.4269
O -0.3130 -0.2269 2.0361
S 1.3780 0.5393 -0.5886
S -0.8693 0.3871 3.4223
H -0.4318 -1.7165 0.7303
H -2.0308 -1.2891 1.7607
H 2.3393 1.3328 -0.6797
H 1.0633 0.9127 0.5604

DFT total energy = -911.9728 Ha
largest force on an atom = 4.124 eV Å⁻¹
frontier orbital gap (alpha / beta) = 7.484 / 7.480 eV
LUMO energy (alpha / beta) = -1.067 / -1.070 eV
energy relative to the best compared isomer or geometry (same formula, charge and spin) = 74.5 kcal per mole
highest occupied orbital energy (alpha / beta) = -8.551 / -8.550 eV


4.
# C2H6I2NP

2 unconnected molecules or ions with the total composition C2H6I2NP (the ωB97M-V functional and the def2-TZVPD basis, the OMol25 dataset).

Element x y z (Å)
C -0.9525 1.2589 0.5431
C 0.2164 0.3943 0.5555
N 0.2916 -0.8055 0.8460
P -0.9628 -1.9137 0.9135
I 2.0647 1.4266 0.3046
I 6.5113 -0.4946 -0.1605
H -1.5496 0.6476 1.2923
H -1.6630 1.4198 -0.3712
H -0.7074 2.2908 0.8465
H 6.3885 0.8958 -0.8974
H -1.4044 -1.6359 2.2271
H -0.2769 -2.9324 1.3266

DFT total energy = -1071.2312 Ha
largest force on an atom = 3.312 eV Å⁻¹
frontier orbital gap = 9.340 eV
LUMO energy = 0.419 eV
energy relative to the best compared isomer or geometry (same formula, charge and spin) = 54.3 kcal per mole
SMILES = C/C(I)=N\P.I
highest occupied orbital energy = -8.921 eV


5.
# C3H4N2S

A single C3H4N2S molecule (the ωB97M-V functional and the def2-TZVPD basis, the OMol25 dataset).

Element x y z (Å)
C 0.1112 -0.6053 -0.0544
C 1.3769 -0.6536 -0.1422
C -2.2919 -0.4532 -0.0340
N 2.9460 1.7511 -0.0010
N -1.0200 -1.0236 0.1853
S 2.9247 -0.2273 -0.0617
H -2.1734 0.5489 0.3845
H -2.6013 -0.3613 -1.2000
H -3.1458 -0.8197 0.5383
H 3.8736 1.8441 0.3852

DFT total energy = -624.1971 Ha
largest force on an atom = 3.952 eV Å⁻¹
frontier orbital gap (alpha / beta) = 7.459 / 7.097 eV
LUMO energy (alpha / beta) = -1.229 / -0.956 eV
energy relative to the best compared isomer or geometry (same formula, charge and spin) = 143.5 kcal per mole
highest occupied orbital energy (alpha / beta) = -8.687 / -8.053 eV


6.
# C3H5P

A single C3H5P molecule (the ωB97M-V functional and the def2-TZVPD basis, the OMol25 dataset).

Element x y z (Å)
C 0.5172 -0.2176 -0.0565
C -2.1500 0.3677 -1.2599
C 1.7024 -0.4986 0.9083
P -0.8811 0.5270 -0.1638
H -3.1838 0.4067 -0.9819
H -1.8785 1.0576 -2.0346
H 2.5874 -0.4515 0.3204
H 1.4109 -1.4111 1.4560
H 1.8754 0.2199 1.8121

DFT total energy = -458.4590 Ha
largest force on an atom = 3.022 eV Å⁻¹
frontier orbital gap (alpha / beta) = 7.433 / 7.156 eV
LUMO energy (alpha / beta) = -0.637 / -0.770 eV
energy relative to the best compared isomer or geometry (same formula, charge and spin) = 76.8 kcal per mole
SMILES = C=P#CC
highest occupied orbital energy (alpha / beta) = -8.070 / -7.926 eV


7.
# C54H146N6O16

16 unconnected molecules or ions with the total composition C54H146N6O16 (the ωB97M-V functional and the def2-TZVPD basis, the OMol25 dataset).

Element x y z (Å)
C 0.2267 -5.7112 0.4685
C 0.0115 -4.7393 1.6204
C 0.6138 -5.1828 2.9361
O 0.2993 -4.1873 3.8687
C 1.1190 -4.2307 5.0312
N 0.7625 -3.5244 1.2927
H 1.2201 -6.0891 0.5357
H 0.0449 -5.2123 -0.5315
H -0.4961 -6.5249 0.4994
H -1.0481 -4.5545 1.6343
H 1.7493 -5.0749 2.7979
H 0.3880 -6.1697 3.2035
H 1.2071 -3.2697 5.5700
H 2.1066 -4.6647 4.7498
H 0.6586 -4.9360 5.7350
H 0.4543 -3.1321 0.4030
H 0.6242 -2.7622 1.9213
C -0.6991 -2.8304 -2.1884
C -0.6004 -3.2603 -3.6495
C -0.2684 -4.7643 -3.6223
O 0.1552 -5.0172 -4.9258
C 0.3933 -6.3844 -5.2239
N -1.8328 -2.9979 -4.3068
H -1.5026 -3.4610 -1.7281
H -0.9295 -1.7438 -2.0625
H 0.2300 -2.9785 -1.7128
H 0.2171 -2.7314 -4.1670
H -1.0700 -5.4240 -3.2862
H 0.5478 -4.9831 -2.9145
H 1.3418 -6.6665 -4.8091
H 0.4108 -6.4795 -6.3111
H -0.3956 -7.0303 -4.8899
H -2.5362 -3.6113 -3.9196
H -1.7838 -3.1138 -5.3087
C -0.1176 3.9649 -1.8915
C 0.5526 4.9683 -0.9571
C 2.0578 5.1348 -1.3736
O 2.7385 5.8131 -0.3069
C 4.1320 5.9743 -0.5040
N -0.0787 6.3018 -0.7206
H -1.1714 3.7897 -1.6820
H 0.4246 3.0268 -1.8838
H -0.1209 4.4187 -2.9044
H 0.5744 4.4447 0.0017
H 2.0397 5.6078 -2.3676
H 2.4494 4.1251 -1.4633
H 4.6134 5.0327 -0.4809
H 4.5674 6.5921 0.3162
H 4.2956 6.4641 -1.4964
H 0.6549 6.9791 -0.4702
H -0.3733 6.6665 -1.6255
C -1.8695 1.6250 1.2199
C -1.3817 0.4269 0.3915
C 0.1212 0.2494 0.5156
O 0.5539 -0.6253 -0.4922
C 1.9731 -0.9235 -0.5310
N -2.0405 -0.8066 0.8381
H -2.8988 1.9358 1.1057
H -1.2984 2.5742 0.9978
H -1.7893 1.3939 2.3149
H -1.4924 0.4998 -0.7303
H 0.3085 -0.1858 1.5009
H 0.6803 1.2105 0.4866
H 2.2097 -1.4856 -1.4189
H 2.2191 -1.5173 0.3248
H 2.5353 0.0093 -0.5862
H -1.8591 -0.9753 1.7890
H -1.5851 -1.4878 0.2043
C -3.1628 -3.9276 0.3638
C -4.0510 -3.0265 -0.4971
C -4.9220 -3.8372 -1.3727
O -4.1694 -4.5179 -2.3685
C -4.9426 -5.6189 -2.8808
N -4.8970 -2.1063 0.2898
H -2.7001 -3.1396 0.9933
H -2.4724 -4.6087 -0.1329
H -3.8201 -4.4437 1.0809
H -3.4477 -2.4360 -1.1883
H -5.7244 -3.3045 -1.8195
H -5.4707 -4.6375 -0.8068
H -5.9017 -5.4810 -3.3514
H -5.0391 -6.3992 -2.1008
H -4.2111 -6.0450 -3.5368
H -4.3515 -1.4003 0.7128
H -5.5902 -1.5894 -0.1780
C 2.5790 2.6786 -7.5484
C 1.4722 3.3261 -6.6877
C 0.7437 2.2555 -5.8428
O 1.7167 1.6525 -4.9165
C 1.2381 0.5211 -4.2448
N 1.9652 4.2919 -5.7446
H 2.2627 1.7701 -8.0617
H 3.3682 2.3383 -6.8913
H 2.9398 3.3770 -8.3006
H 0.7604 3.8908 -7.2658
H 0.2861 1.5452 -6.5027
H -0.0880 2.7226 -5.2499
H 0.7579 -0.1608 -4.9914
H 0.4463 0.7457 -3.5196
H 2.1450 0.0298 -3.8660
H 2.8159 3.9676 -5.2216
H 2.1511 5.2390 -6.1343
C -3.7493 -2.5720 3.7541
C -2.5574 -1.8343 4.3727
C -2.4164 -2.1387 5.9130
O -1.2998 -1.9658 3.6592
H -4.6408 -2.2352 4.3405
H -3.6463 -3.6222 3.6949
H -3.8840 -2.1834 2.7159
H -2.7604 -0.7918 4.3409
H -1.6047 -1.5437 6.3442
H -2.3117 -3.2369 6.0625
H -3.3864 -1.8694 6.3748
H -0.8753 -2.8582 3.7876
C -6.4262 0.9660 2.4294
C -6.4059 1.1490 3.9443
C -5.2100 2.0103 4.4361
O -7.6484 1.6978 4.3346
H -6.6368 1.9360 1.9896
H -7.1210 0.2038 2.0404
H -5.4614 0.6293 2.1047
H -6.3500 0.2801 4.5897
H -5.3084 2.0858 5.5347
H -5.1238 2.9414 3.8475
H -4.3186 1.4782 4.1715
H -7.8678 2.3104 3.5973
C -4.3901 0.8432 -2.1119
C -4.0410 0.2531 -3.4748
C -2.6074 0.1743 -3.8561
O -4.4817 -1.0702 -3.5987
H -4.1449 1.8795 -1.9896
H -3.8837 0.2572 -1.2993
H -5.4946 0.7486 -1.8817
H -4.5658 0.8872 -4.2774
H -2.6314 -0.3530 -4.8038
H -2.0539 -0.4637 -3.1469
H -2.0852 1.1233 -3.9652
H -3.8002 -1.6526 -3.8748
C -4.0726 6.6824 1.2716
C -3.7591 5.2048 1.1727
C -5.0363 4.4467 0.7282
O -2.7903 4.9311 0.1108
H -4.9069 6.8409 1.9786
H -4.2924 7.1247 0.3516
H -3.2285 7.2401 1.6303
H -3.3552 4.7830 2.1210
H -5.8137 4.5796 1.4828
H -4.7716 3.4159 0.5297
H -5.3714 4.8043 -0.2565
H -2.1483 5.6492 0.1965
C 3.1578 -3.3305 -3.8886
C 3.2360 -3.8848 -2.4565
C 3.3364 -5.3697 -2.2284
O 4.3677 -3.2423 -1.8805
H 4.0120 -3.6903 -4.4746
H 3.1375 -2.2519 -3.9307
H 2.1969 -3.6554 -4.2954
H 2.3047 -3.5763 -2.0093
H 3.1518 -5.6853 -1.2755
H 4.3476 -5.7738 -2.4630
H 2.6863 -5.8789 -2.9537
H 4.3131 -3.4449 -0.9404
C 3.2275 3.0759 1.2381
C 4.3284 2.1266 1.6437
C 5.7586 2.5391 1.2276
O 4.4626 2.2508 3.0407
H 2.2856 2.8234 1.7592
H 2.9352 2.9789 0.1779
H 3.4068 4.1432 1.4338
H 4.2327 1.0796 1.3974
H 5.8830 3.6515 1.4225
H 6.0982 2.2314 0.2175
H 6.4654 2.0327 1.8795
H 3.8549 1.6687 3.5497
C 5.4687 -3.0279 3.1046
C 3.9606 -3.0949 2.7903
C 3.1463 -1.7711 3.2594
O 3.8392 -3.3631 1.4165
H 5.9666 -2.1371 2.6662
H 5.8150 -3.9637 2.6875
H 5.6755 -2.9920 4.1581
H 3.5999 -3.9606 3.4376
H 2.0665 -1.8516 3.0818
H 3.5117 -0.8548 2.7821
H 3.3580 -1.6497 4.3224
H 2.8680 -3.3067 1.2036
C 1.3525 6.7714 3.0894
C 0.4966 5.7423 3.7488
C -0.6995 5.2345 2.9306
O 1.2318 4.6042 4.1348
H 2.2666 6.9591 3.6532
H 0.7275 7.7075 3.1433
H 1.5347 6.6449 2.0069
H 0.0793 6.2400 4.6141
H -1.5030 6.0189 2.8739
H -0.9540 4.2904 3.4646
H -0.3603 4.9841 1.9349
H 2.1599 4.8241 4.1535
C 5.9102 -0.8440 -4.1557
C 5.4996 0.0929 -3.0207
C 5.1212 1.4810 -3.5291
O 4.4077 -0.2972 -2.2774
H 6.9123 -0.7162 -4.3715
H 5.3502 -0.7671 -5.0550
H 5.7606 -1.8810 -3.7830
H 6.3780 0.2233 -2.3965
H 5.9948 1.8010 -4.0368
H 4.8633 2.1656 -2.7336
H 4.3228 1.3947 -4.2822
H 4.4158 -1.2923 -2.1786
C 0.8603 0.8960 3.9887
C 0.5568 1.0769 5.4622
C 1.0956 -0.1499 6.1790
O 1.2480 2.2230 5.9287
H 0.4405 -0.1005 3.6547
H 1.9683 0.8174 3.9097
H 0.4738 1.6649 3.3143
H -0.5002 1.0827 5.6810
H 1.1949 -0.0224 7.2542
H 2.1672 -0.2902 5.8751
H 0.5782 -1.0677 5.8945
H 0.9920 3.0270 5.3641

DFT total energy = -3677.1873 Ha
largest force on an atom = 4.185 eV Å⁻¹
frontier orbital gap = 9.354 eV
LUMO energy = 0.543 eV
energy relative to the best compared isomer or geometry (same formula, charge and spin) = 36.9 kcal per mole
highest occupied orbital energy = -8.811 eV